(1)
ORCA calculation (ωB97M-V with the def2-TZVPD basis set) on 9 unconnected molecules or ions with the total composition C8H33N15O10 in a non-equilibrium geometry.

As for the HOMO energy: -9.142 eV. The calculation puts the electronic energy at -51661.67138 eV. Its energy above the lowest of the compared OMol25 structures with the same formula, charge and spin is 128.4 kcal per mole. As for the spin multiplicity: 1. As for the charge: 0.

XYZ file:
```
66
Properties=species:S:1:pos:R:3:forces:R:3
N 1.576 0.970 2.878 0.4 -0.8 1.2
H 2.341 1.010 2.220 0.9 1.0 -0.4
H 0.721 1.108 2.360 -1.0 0.1 -0.4
H 1.686 1.617 3.646 0.2 0.9 -0.4
H 1.600 0.070 3.337 -0.4 -0.7 -0.2
O 0.616 0.551 -0.389 -0.4 -0.7 -0.5
C -0.127 -0.382 0.259 -0.1 2.1 1.4
O -0.447 -1.376 -0.302 -0.6 -4.5 -3.8
O -0.492 -0.119 1.379 -0.3 1.7 4.3
H 0.555 0.106 -1.237 0.7 0.5 -1.2
C -0.812 -4.563 -2.369 -5.6 -4.1 -3.9
O -1.257 -5.618 -2.835 0.1 -0.3 -0.7
N 0.092 -4.508 -1.553 9.1 -0.8 7.3
N -1.368 -3.422 -2.525 -2.9 4.7 -2.0
H 0.464 -3.660 -1.150 -0.4 0.0 -0.2
H 0.460 -5.352 -1.138 -0.1 0.0 -0.4
H -2.149 -3.386 -3.164 0.2 0.4 0.3
H -1.059 -2.649 -1.954 -0.5 0.2 -0.4
C 2.660 2.015 -3.999 -3.9 3.7 5.9
O 3.252 2.798 -3.292 1.3 1.8 1.3
N 1.373 1.724 -3.831 -3.1 -0.2 1.1
N 3.151 1.376 -4.898 5.6 -5.8 -8.9
H 0.829 2.184 -3.114 0.1 0.0 -0.2
H 0.907 1.035 -4.404 0.0 0.3 0.3
H 2.631 0.728 -5.471 0.2 0.2 0.2
H 4.111 1.512 -5.180 -0.2 0.1 0.3
C 3.424 2.799 0.276 0.4 -2.2 -0.6
O 3.478 2.496 1.462 -0.3 0.1 1.5
N 4.407 3.379 -0.365 4.8 3.5 0.5
N 2.605 2.274 -0.593 -2.6 -0.8 -0.5
H 5.160 3.677 0.238 -0.2 0.1 0.1
H 4.594 3.712 -1.300 -1.3 -0.6 -0.2
H 2.775 2.499 -1.563 -0.3 -0.3 -0.3
H 2.017 1.520 -0.267 0.0 0.6 -0.5
C -0.279 3.852 0.930 -1.9 -1.9 -1.4
O 0.349 3.394 1.832 2.8 -2.3 1.7
N -0.901 4.966 1.098 -1.2 4.7 1.4
N -0.738 3.320 -0.222 0.9 -1.2 -1.0
H -1.418 5.364 0.326 0.3 0.7 0.8
H -0.558 5.429 1.927 -0.7 0.8 -0.4
H -1.542 3.850 -0.526 0.1 -1.3 -0.7
H -0.594 2.335 -0.391 -0.4 0.2 -0.3
C -3.348 0.240 -2.052 0.1 3.2 -1.5
O -2.521 1.095 -2.278 1.9 1.3 -0.5
N -3.208 -0.721 -1.254 1.8 -5.5 4.7
N -4.541 0.245 -2.585 -4.3 0.4 -2.1
H -2.309 -0.935 -0.847 0.1 0.2 0.0
H -3.930 -1.382 -1.004 0.1 0.3 -0.2
H -5.236 -0.363 -2.176 0.0 0.2 -0.3
H -4.914 1.064 -3.044 0.4 -0.1 0.1
C -2.934 -1.815 3.453 -4.9 -1.8 2.8
O -3.919 -2.231 4.055 -0.4 0.1 1.3
N -2.643 -2.311 2.328 1.1 -2.7 -5.5
N -2.122 -0.907 3.814 2.9 3.9 2.4
H -3.053 -3.227 2.222 0.4 0.2 -0.9
H -1.850 -1.918 1.842 -0.1 -0.8 -0.7
H -1.513 -0.635 3.056 0.3 1.3 0.6
H -2.299 -0.451 4.698 0.3 0.4 -0.5
C 1.041 -3.456 3.100 1.5 -0.6 0.9
O 1.768 -4.299 3.522 2.0 -2.8 1.0
N 1.179 -2.944 1.908 -0.3 1.9 -3.7
N 0.174 -2.869 3.876 -2.7 2.0 1.9
H 1.837 -3.317 1.238 -0.3 -0.1 0.4
H 0.476 -2.290 1.594 0.2 -0.1 -0.4
H -0.422 -2.129 3.533 0.1 -0.4 0.6
H 0.195 -3.080 4.863 -0.2 -0.1 -0.4
```
Positions in Å, forces in eV/Å.

These are the Löwdin partial charges, in e, on atoms 1 to 2:
1 N 0.32
2 H 0.09



(2)
ORCA calculation (ωB97M-V with the def2-TZVPD basis set) on 10 unconnected molecules or ions with the total composition C8H34ClN16O13 in a non-equilibrium geometry.

As for the HOMO energy: -6.934 eV. The calculation puts the electronic energy at -71831.88263 eV. Its energy above the lowest of the compared OMol25 structures with the same formula, charge and spin is 0.0 kcal per mole. As for the spin multiplicity: 1. As for the charge: -1.

XYZ file:
```
72
Properties=species:S:1:pos:R:3:forces:R:3
Cl 14.091 -18.250 1.690 0.0 1.0 0.6
O 13.203 -19.298 2.111 0.5 -0.2 -0.2
O 15.177 -18.055 2.634 -0.5 -0.3 0.3
O 14.739 -18.552 0.431 -1.4 -0.5 -0.8
O 13.319 -17.049 1.538 0.2 0.2 0.0
O 16.030 -19.089 5.630 0.0 -0.2 -0.2
H 16.044 -19.276 4.681 -0.3 0.1 0.1
H 16.217 -19.934 6.051 0.0 0.1 0.0
C 13.869 -22.218 0.663 0.6 -1.8 -0.8
O 13.478 -23.385 0.727 0.3 0.7 0.0
N 14.786 -21.693 1.495 0.2 0.3 0.7
N 13.558 -21.397 -0.386 0.0 -0.1 -0.1
H 15.140 -22.234 2.261 -0.2 0.0 0.0
H 15.087 -20.746 1.363 0.3 -0.2 0.0
H 12.997 -21.848 -1.087 -0.1 0.4 0.0
H 13.585 -20.400 -0.251 0.0 0.0 -0.4
C 13.844 -13.382 4.171 1.0 -0.2 0.1
O 14.011 -13.912 5.259 -0.5 0.4 -0.2
N 14.197 -12.088 3.907 0.1 0.6 0.0
N 13.367 -14.052 3.086 -0.5 -0.6 0.7
H 14.091 -11.692 2.993 -0.1 0.0 0.0
H 14.614 -11.517 4.617 0.1 -0.2 0.1
H 13.475 -13.779 2.132 -0.1 0.1 0.0
H 12.945 -14.930 3.347 0.1 -0.2 -0.5
C 10.397 -22.148 2.022 -0.4 -0.1 -0.6
O 9.596 -23.046 1.748 0.5 0.5 0.1
N 11.264 -21.595 1.135 -1.1 -0.5 -0.3
N 10.450 -21.541 3.225 -0.1 0.1 1.3
H 11.933 -20.893 1.388 -0.1 0.1 -0.1
H 11.201 -21.954 0.198 0.4 0.0 0.3
H 11.159 -20.858 3.425 -0.1 0.1 0.0
H 9.968 -21.966 3.997 0.0 0.0 -0.1
C 17.085 -15.681 5.821 0.5 3.2 -1.0
O 17.463 -14.501 5.905 0.1 -1.1 0.2
N 16.814 -16.281 4.652 -0.2 -1.3 0.4
N 16.896 -16.465 6.897 0.3 -0.4 0.9
H 16.618 -17.256 4.804 -0.1 0.0 -1.0
H 16.867 -15.852 3.752 -0.1 0.1 0.0
H 17.176 -16.016 7.750 -0.5 -0.2 0.2
H 16.225 -17.208 6.830 0.1 -0.1 0.4
C 16.243 -15.747 -1.806 -1.2 -0.9 -0.8
O 16.887 -16.650 -2.318 -0.1 0.9 0.6
N 16.347 -14.448 -2.195 1.0 0.7 -0.5
N 15.181 -15.943 -0.964 0.3 -1.0 0.3
H 15.793 -13.706 -1.822 -0.1 0.1 0.0
H 16.993 -14.275 -2.946 -0.1 0.2 0.2
H 14.676 -15.196 -0.534 0.0 0.1 0.1
H 15.030 -16.892 -0.639 0.0 0.4 0.0
C 17.869 -19.725 -0.536 -0.2 1.9 -1.0
O 17.575 -19.210 -1.607 0.0 -1.3 0.3
N 19.048 -20.356 -0.306 0.5 -0.6 0.6
N 17.114 -19.566 0.586 0.1 -0.5 0.8
H 19.225 -20.641 0.638 0.3 -0.3 -0.2
H 19.678 -20.606 -1.042 -0.1 0.1 -0.1
H 16.246 -19.051 0.566 0.5 0.1 -0.5
H 17.519 -19.665 1.498 0.2 -0.1 0.0
C 11.592 -16.930 4.912 -0.9 -1.0 -0.9
O 10.665 -16.990 4.111 0.5 0.7 0.5
N 11.421 -16.768 6.249 -0.2 0.2 1.4
N 12.893 -17.124 4.574 -0.3 0.2 -0.2
H 12.145 -16.993 6.903 0.2 0.2 -0.1
H 10.524 -16.600 6.665 -0.2 -0.1 -0.5
H 13.093 -17.261 3.597 0.1 -0.1 0.5
H 13.544 -17.290 5.314 0.6 0.1 -0.4
C 9.592 -18.756 0.253 -1.0 -0.3 1.8
O 9.391 -17.976 1.174 0.3 0.2 -0.9
N 10.760 -18.889 -0.411 0.1 0.6 0.0
N 8.629 -19.682 -0.103 0.3 0.4 -0.6
H 11.427 -18.162 -0.207 0.3 -0.3 -0.3
H 10.816 -19.559 -1.151 0.5 0.3 -0.2
H 7.861 -19.709 0.544 0.1 -0.4 0.0
H 9.000 -20.531 -0.492 -0.5 -0.3 0.2
```
Positions in Å, forces in eV/Å.

These are the Löwdin partial charges, in e, on atoms 1 to 2:
1 Cl 0.67
2 O -0.32



(3)
ORCA calculation (ωB97M-V with the def2-TZVPD basis set) on 10 unconnected molecules or ions with the total composition C8H37NO9.

As for the HOMO energy: -9.181 eV. The calculation puts the electronic energy at -28810.83074 eV. Its energy above the lowest of the compared OMol25 structures with the same formula, charge and spin is 10.9 kcal per mole. As for the spin multiplicity: 1. As for the charge: 0.

XYZ file:
```
55
Properties=species:S:1:pos:R:3:forces:R:3
N -0.030 -0.050 0.965 -0.6 0.1 0.6
H 0.676 -0.790 1.065 0.0 0.2 -0.2
H 0.338 0.878 1.225 0.3 -0.3 0.0
H -0.854 -0.234 1.566 0.4 0.0 -0.2
H -0.367 0.011 -0.028 0.2 0.3 -0.2
O -0.898 0.262 -1.543 0.3 0.2 0.0
H -0.768 0.917 -2.240 -0.1 -0.4 -0.1
C 0.303 -3.160 1.958 -0.5 -0.5 -0.4
O 1.394 -2.482 1.325 -0.1 -0.2 0.5
H -0.020 -2.637 2.857 0.3 0.1 0.1
H -0.552 -3.220 1.274 0.1 0.1 0.0
H 0.575 -4.185 2.216 0.1 0.1 0.2
H 1.976 -3.158 0.973 0.1 0.2 -0.2
C -3.165 -2.189 -0.277 0.1 -0.1 -0.3
O -1.762 -2.138 -0.470 0.0 0.2 0.4
H -3.657 -2.568 -1.178 -0.1 0.1 0.1
H -3.377 -2.880 0.540 0.0 0.0 0.1
H -3.571 -1.201 -0.045 -0.1 0.0 0.1
H -1.558 -1.280 -0.882 -0.1 -0.1 -0.4
C -3.172 -1.009 3.245 -0.5 0.0 0.5
O -2.317 -0.036 2.675 0.2 0.0 -0.1
H -2.598 -1.917 3.418 0.0 0.0 -0.2
H -3.564 -0.696 4.219 0.2 0.1 -0.1
H -4.036 -1.216 2.612 0.1 -0.1 -0.2
H -2.561 0.852 2.946 -0.2 0.0 0.0
C 0.149 -0.753 -4.575 -0.4 -0.2 0.3
O -0.359 -1.609 -3.564 0.2 0.1 -0.1
H -0.141 -1.176 -5.537 0.1 0.0 0.0
H -0.295 0.248 -4.503 0.1 0.0 -0.1
H 1.240 -0.662 -4.532 0.0 0.0 0.0
H -0.529 -1.069 -2.763 -0.1 0.0 -0.2
C -1.392 3.564 -2.241 0.0 0.0 -0.1
O -1.726 2.903 -1.037 0.2 -0.2 0.1
H -2.302 3.863 -2.769 0.1 0.0 -0.1
H -0.798 4.457 -2.031 0.0 0.0 0.1
H -0.793 2.940 -2.914 -0.1 0.0 0.0
H -1.496 1.952 -1.131 -0.3 0.2 0.2
C 3.820 0.472 1.327 0.1 -0.3 -0.1
O 4.529 0.996 2.441 -0.2 0.1 0.3
H 2.757 0.613 1.498 0.1 0.2 0.0
H 4.098 0.978 0.402 -0.1 0.0 -0.1
H 3.963 -0.609 1.214 0.2 0.1 0.0
H 5.472 0.883 2.311 0.0 0.0 -0.1
C 0.492 3.723 1.421 -0.1 0.2 0.6
O 1.081 2.469 1.786 -0.1 0.2 -0.1
H -0.282 3.547 0.679 0.1 -0.1 -0.1
H 0.035 4.190 2.303 0.0 -0.1 -0.1
H 1.242 4.416 1.039 0.0 -0.1 -0.2
H 1.865 2.646 2.313 0.1 -0.1 0.0
C 2.414 -1.068 -1.644 -0.1 0.1 0.1
O 1.876 0.170 -1.208 0.1 0.1 0.1
H 1.623 -1.772 -1.907 0.1 0.0 -0.2
H 3.084 -0.910 -2.495 -0.1 -0.1 -0.1
H 3.012 -1.517 -0.843 0.0 0.1 0.0
H 0.930 0.243 -1.458 0.1 -0.3 0.0
```
Positions in Å, forces in eV/Å.

These are the Löwdin partial charges, in e, on atoms 1 to 2:
1 N 0.27
2 H 0.08